Entry 1:
ORCA calculation (ωB97M-V with the def2-TZVPD basis set) on C24H18CrF3N7S as an isolated structure.

XYZ file:
```
54
C24H18CrF3N7S, DFT ωB97M-V with the def2-TZVPD basis set
Cr -0.17773 -0.25038 0.11941
N -0.51802 -0.75050 -1.89712
C -1.51668 -0.17870 -2.80938
C -1.62652 -0.79263 -4.05036
C -2.54695 -0.35277 -4.98112
C -3.37497 0.70783 -4.64557
C -3.26184 1.30766 -3.40558
C -2.31858 0.90261 -2.45203
C -2.30533 1.57326 -1.11143
C -2.89231 2.83991 -0.98956
C -3.08403 3.44201 0.24497
C -2.70981 2.76880 1.39873
C -2.05721 1.54746 1.28117
C -1.79989 0.94819 0.03756
H -0.76714 -1.72930 -1.75498
H 0.36642 -0.77828 -2.39768
H -0.97926 -1.63241 -4.28388
H -2.62829 -0.84120 -5.94286
H -4.12375 1.05773 -5.34433
H -3.95469 2.09787 -3.15669
H -3.20726 3.37316 -1.87645
H -3.54709 4.41895 0.30362
H -2.90588 3.19721 2.37487
H -1.73053 1.05242 2.18856
N 2.03193 3.33613 0.10788
C 0.81584 2.80180 0.00878
N 0.95637 1.49747 -0.09203
C 2.30780 1.29222 -0.04404
N 3.00191 2.39125 0.07642
C 2.82366 -0.08208 -0.13269
C 4.17035 -0.40528 -0.15172
N 4.57619 -1.66848 -0.23346
C 3.63527 -2.60379 -0.30522
C 2.28215 -2.29061 -0.29191
N 1.87560 -1.02730 -0.20081
H 2.28454 4.30910 0.18361
H -0.11922 3.34784 0.00881
H 4.92314 0.37322 -0.09834
H 3.96165 -3.63449 -0.36673
H 1.51435 -3.05478 -0.32372
F 1.46772 -4.60090 4.10422
C 0.62183 -4.06705 3.21090
F -0.61505 -4.43849 3.54333
F 0.90376 -4.62034 2.02221
C 0.76392 -2.56598 3.16926
C 1.54725 -1.91825 4.10349
C 1.72074 -0.53619 4.04338
C 1.12507 0.14394 3.01131
N 0.34507 -0.47299 2.11519
C 0.11265 -1.80107 2.19281
S -0.97380 -2.34256 0.94960
H 2.03585 -2.49382 4.87770
H 2.32067 -0.01159 4.77232
H 1.25016 1.21419 2.88958
```

The value obtained for the highest occupied orbital energy (spin up / spin down) is -10.996 / -11.095 eV. Its total energy is -3050.8233 a.u. The net charge is +1. The calculation puts the max |F| at 0.017 hartree/bohr. Its multiplicity is 4.

Results of the Mulliken charge analysis, in e, for atoms 1 through 4: -0.6091, -0.0933, 0.3068, -0.5598

---

Entry 2:
ORCA calculation (ωB97M-V with the def2-TZVPD basis set) on C24H18F15GeN4OSZn as an isolated structure at a distorted geometry.

XYZ file:
```
65
C24H18F15GeN4OSZn, DFT ωB97M-V with the def2-TZVPD basis set
Zn 1.76576 -2.15222 -0.12981
N 2.55437 -4.02443 0.32781
C 3.86245 -4.39917 -0.09012
C 4.64390 -3.14941 -0.53015
N 3.74815 -2.15611 -1.12466
C 4.35561 -0.84363 -1.28306
C 3.32669 0.29334 -1.15410
N 2.38684 -0.00809 -0.09422
C 3.18701 -2.65501 -2.39353
C 1.74155 -2.24679 -2.73544
N 0.67221 -2.90636 -1.90680
H 1.43696 -2.57782 2.12155
H 2.19486 -4.63402 1.04698
H 3.90578 -5.11799 -0.94771
H 4.46514 -4.88614 0.69508
H 5.44992 -3.40011 -1.23972
H 5.09093 -2.68271 0.34997
H 4.90743 -0.76042 -2.23048
H 5.08339 -0.72529 -0.47817
H 2.75944 0.40823 -2.07922
H 3.87437 1.23296 -1.00936
H 1.47276 0.42195 -0.21985
H 2.71599 0.10482 0.85557
H 3.23970 -3.74445 -2.37825
H 3.78789 -2.30806 -3.24714
H 1.61334 -2.52504 -3.78797
H 1.59138 -1.16804 -2.70391
H 0.50955 -3.72565 -2.47636
H -0.14339 -2.29473 -1.95175
O 0.94218 -1.91683 1.62724
F -3.70832 0.43737 -2.49582
C -4.40092 0.96492 -1.48380
C -3.77228 1.35756 -0.31554
C -4.58774 1.90316 0.66004
F -4.05301 2.32576 1.81660
C -5.95483 2.04476 0.51461
F -6.70510 2.57187 1.48868
C -6.54777 1.63345 -0.66509
F -7.86631 1.76297 -0.83343
C -5.76886 1.09390 -1.67013
F -6.34571 0.70242 -2.81257
Ge -1.81084 1.18936 0.02968
S -0.59947 0.03304 -1.23998
C -1.37353 3.13210 0.14091
C -1.29545 3.87472 1.30878
F -1.55798 3.32082 2.49821
C -0.98221 5.22362 1.31854
F -0.90653 5.90234 2.46857
C -0.75989 5.87693 0.12154
F -0.45923 7.17852 0.11242
C -0.87194 5.18241 -1.06820
F -0.68873 5.82353 -2.22892
C -1.18697 3.83506 -1.03900
F -1.33757 3.22610 -2.22089
C -1.57972 0.34876 1.79527
C -2.33675 -0.75015 2.15458
F -3.36490 -1.15038 1.38183
C -2.08907 -1.48395 3.29796
F -2.85610 -2.53139 3.62530
C -1.03054 -1.12807 4.11126
F -0.77297 -1.83022 5.21764
C -0.22981 -0.05713 3.76697
F 0.81662 0.26294 4.53441
C -0.51183 0.65133 2.61608
F 0.35410 1.61878 2.26106
```

The value obtained for the highest occupied orbital energy is -4.040 eV. As for the energy above the lowest of the compared OMol25 structures with the same formula, charge and spin: 0.0 kcal per mole. Its total energy is -6972.0732 a.u. The net charge is -1. The calculation puts the max |F| at 0.048 hartree/bohr.

Results of the Mulliken charge analysis, in e, for atoms 1 through 4: 0.0302, -0.2152, -0.6334, -0.8917

---

Entry 3:
ORCA calculation (ωB97M-V with the def2-TZVPD basis set) on a single C24H18F3N3O4S molecule at a distorted geometry.

XYZ file:
```
53
C24H18F3N3O4S, DFT ωB97M-V with the def2-TZVPD basis set
C -7.19119 -0.34011 2.66734
C -7.83661 -0.98344 1.44882
O -6.94286 -0.99171 0.33230
C -6.85767 0.12445 -0.38797
O -7.50836 1.11623 -0.19093
C -5.80507 -0.00987 -1.47293
C -4.57918 0.72019 -1.01365
C -4.52029 2.05525 -0.72873
S -2.94729 2.50039 -0.20721
C -2.47008 0.81229 -0.41311
N -1.19277 0.48821 -0.13149
C -0.75318 -0.72908 -0.27043
C 0.59633 -1.06382 0.01506
C 1.46309 -0.05169 0.43122
O 1.09724 1.19803 0.60185
N 2.76720 -0.30739 0.70320
C 3.62173 0.78596 1.04451
C 3.90078 1.05289 2.37382
C 4.74728 2.09654 2.70495
C 5.31494 2.87439 1.71073
C 5.04528 2.60860 0.37982
C 4.20222 1.55956 0.04054
C 3.91356 1.25927 -1.40562
F 4.11139 -0.03102 -1.72584
F 4.67679 1.97388 -2.24200
F 2.63784 1.52715 -1.74745
C 3.35456 -1.58473 0.66803
O 4.51217 -1.71418 0.99981
C 2.46965 -2.64663 0.21596
C 3.01152 -3.93144 0.11002
C 2.23863 -4.98179 -0.32383
C 0.90686 -4.75340 -0.65827
C 0.35981 -3.49394 -0.55757
C 1.12348 -2.40468 -0.11778
N -3.42661 0.04314 -0.82615
H -6.98152 0.70768 2.46612
H -7.86589 -0.40724 3.51584
H -6.26015 -0.84645 2.91069
H -8.74563 -0.44081 1.16955
H -8.06949 -2.03405 1.63241
H -5.55872 -1.05797 -1.62959
H -6.18773 0.44035 -2.38992
H -5.31164 2.77355 -0.79092
H -1.42969 -1.50631 -0.61438
H 0.11134 1.25139 0.33778
H 3.45560 0.43572 3.13838
H 4.96395 2.29972 3.74230
H 5.97437 3.68845 1.96784
H 5.49180 3.20688 -0.39912
H 4.04944 -4.06234 0.37526
H 2.65738 -5.97261 -0.40768
H 0.29329 -5.57288 -1.00258
H -0.67429 -3.35476 -0.82754
```

The value obtained for the highest occupied orbital energy is -7.755 eV. Its total energy is -2088.4741 a.u. The calculation puts the max |F| at 0.034 hartree/bohr. As for the structure (SMILES): CCOC(=O)Cc1csc(/N=C/c2c(O)n(-c3ccccc3C(F)(F)F)c(=O)c3ccccc23)n1.

Results of the Mulliken charge analysis, in e, for atoms 1 through 4: -1.0773, -0.2496, -0.3701, 0.7276

---

Entry 4:
ORCA calculation (ωB97M-V with the def2-TZVPD basis set) on a single C24H18F6O2S molecule at a distorted geometry.

XYZ file:
```
51
C24H18F6O2S, DFT ωB97M-V with the def2-TZVPD basis set
O 1.46872 0.14469 4.08228
S 2.03166 0.57812 2.83237
O 2.38149 1.98359 2.60255
C 1.01997 0.06464 1.24223
C -0.40706 -0.04272 1.73795
C -1.08832 1.11771 2.15135
C -2.42615 1.04711 2.51767
C -3.06126 -0.17020 2.54073
C -4.48680 -0.18476 2.96989
F -5.14947 -1.33261 2.66536
F -4.54942 -0.01700 4.33426
F -5.19788 0.83433 2.39940
C -2.40297 -1.34061 2.19964
C -1.09576 -1.27382 1.72112
C 1.25085 0.61448 -0.39923
C 0.29746 -0.11586 -1.24947
C -1.04661 0.01888 -1.14800
C -2.05923 -0.37259 -2.12355
C -3.39961 0.12071 -2.02660
C -4.31580 -0.10368 -3.06198
C -3.98186 -0.89583 -4.17235
C -2.69931 -1.46518 -4.22484
C -1.75522 -1.22816 -3.21448
C 2.68557 0.66537 -0.86704
C 3.58789 1.60543 -0.32984
C 4.90679 1.71595 -0.77834
C 5.38866 0.83616 -1.73962
C 4.58313 -0.22999 -2.13264
C 3.23684 -0.29868 -1.72453
C 3.67846 -0.37607 2.56621
F 4.70892 0.46011 2.80070
F 3.78550 -0.86577 1.30353
F 3.69801 -1.40481 3.44251
H 1.43989 -0.97860 1.14271
H -0.56031 2.07817 2.21499
H -2.98843 1.92674 2.79131
H -2.94229 -2.27869 2.23830
H -0.56712 -2.19412 1.41404
H 0.92038 1.65064 -0.01668
H 0.66572 -0.67338 -2.09851
H -1.43757 0.55846 -0.27572
H -3.65492 0.73580 -1.15110
H -5.31088 0.33755 -2.99390
H -4.72215 -1.10636 -4.95090
H -2.42697 -2.09501 -5.07360
H -0.75412 -1.67428 -3.24991
H 3.21116 2.31342 0.41316
H 5.53825 2.50254 -0.36541
H 6.40936 0.94095 -2.08542
H 4.96803 -1.00288 -2.79182
H 2.62479 -1.12996 -2.07883
```

The value obtained for the highest occupied orbital energy is -8.616 eV. Its total energy is -2073.1502 a.u. The calculation puts the max |F| at 0.090 hartree/bohr. As for the structure (SMILES): O=S(=O)([C@@H](c1ccc(C(F)(F)F)cc1)[C@H](/C=C/c1ccccc1)c1ccccc1)C(F)(F)F.

Results of the Mulliken charge analysis, in e, for atoms 1 through 4: -0.6177, 1.1905, -0.6382, -1.3042

---

Entry 5:
ORCA calculation (ωB97M-V with the def2-TZVPD basis set) on C24H18I2IrN5O3S as an isolated structure at a distorted geometry.

XYZ file:
```
54
C24H18I2IrN5O3S, DFT ωB97M-V with the def2-TZVPD basis set
Ir 0.19816 -0.07189 -0.05338
C -2.45785 2.83317 -1.96834
C -1.98901 1.54494 -1.38718
N -1.47971 1.46801 -0.21782
N -1.46638 2.59640 0.53275
C -0.70180 2.48991 1.58754
N -0.66828 3.55840 2.41506
S 0.26675 1.11528 2.06488
C -2.06968 0.24601 -2.10370
C -2.96844 0.01716 -3.13077
C -3.05146 -1.25352 -3.68387
C -2.24136 -2.26407 -3.19745
C -1.36461 -1.96629 -2.16791
N -1.28279 -0.74357 -1.64969
H -1.63305 3.54463 -1.88460
H -3.29245 3.24273 -1.39639
H -2.74300 2.73021 -3.01352
H -1.08958 4.41241 2.09065
H 0.04378 3.60529 3.12017
H -3.60928 0.81596 -3.47656
H -3.75244 -1.44999 -4.48611
H -2.27868 -3.26652 -3.60020
H -0.69702 -2.70763 -1.74372
I 1.66734 4.92101 -1.24279
C 2.85900 3.26347 -0.83562
C 4.24484 3.42540 -0.63509
C 5.05039 2.35263 -0.36677
I 7.10115 2.67467 -0.12493
C 4.48981 1.05653 -0.24964
C 5.19968 -0.13794 0.01839
C 4.53601 -1.32870 0.12269
C 3.13710 -1.35469 -0.00089
N 2.45844 -0.25557 -0.25271
C 3.09789 0.93149 -0.41269
C 2.24624 2.02277 -0.78013
O 0.99553 1.78539 -1.02484
H 4.67406 4.41598 -0.69947
H 6.27560 -0.09771 0.13253
H 5.06820 -2.25013 0.31613
H 2.55757 -2.26167 0.12373
O 0.24152 -4.32874 0.51244
C -0.10615 -3.19041 0.76386
O 0.41524 -2.14765 0.16916
C -1.19080 -2.94019 1.78062
C -1.43563 -3.92103 2.73780
C -2.41952 -3.73329 3.69735
C -3.18257 -2.57046 3.69826
C -2.95540 -1.59554 2.73828
C -1.95819 -1.78177 1.78985
H -0.84397 -4.82629 2.70840
H -2.59492 -4.49568 4.44623
H -3.95283 -2.42577 4.44600
H -3.54849 -0.68974 2.72915
H -1.79901 -1.01342 1.04482
```

The value obtained for the highest occupied orbital energy (spin up / spin down) is -7.378 / -7.674 eV. Its total energy is -2522.7378 a.u. The calculation puts the max |F| at 0.021 hartree/bohr. Its multiplicity is 5.

Results of the Mulliken charge analysis, in e, for atoms 1 through 4: 2.2721, -1.5127, 0.7540, 0.6121